# C31H34N4O5

The molecule C31H34N4O5 at a distorted geometry (ωB97M-V/def2-TZVPD, the Open Molecules 2025 dataset).

```
! RIJCOSX wB97M-V def2-TZVPD def2/J DEFGRID3
* xyz 0 1
C -0.07837 -4.11352 -0.17405
C 0.83737 -3.16466 0.54015
O -0.01373 -2.26927 1.30990
C 0.72282 -1.36160 1.97789
O 1.94172 -1.34045 1.88939
C -0.10996 -0.33035 2.74017
C 0.39619 -0.20008 4.17774
C 1.76436 -0.08835 4.42482
C 2.19961 0.33975 5.69958
N 1.34719 0.60678 6.68057
C 0.04248 0.44762 6.47773
C -0.48693 -0.00325 5.24961
C -0.00323 0.98609 2.00523
C -0.43668 0.89094 0.56837
C 0.32057 0.28024 -0.37788
N -0.12916 -0.03569 -1.62320
C 0.73271 -0.68510 -2.60608
C 1.89467 0.20478 -3.07216
C 2.74897 -0.48678 -4.11028
C 2.86803 0.04938 -5.39721
C 3.54131 -0.66444 -6.38866
C 4.13349 -1.89656 -6.08555
C 4.06479 -2.40441 -4.78109
C 3.38480 -1.69035 -3.78931
C -0.25539 -1.02439 -3.72140
O -0.02034 -1.63953 -4.75979
N -1.47821 -0.53808 -3.34668
C -2.63392 -0.64253 -4.20576
C -1.52423 0.12462 -2.05162
C -1.89174 1.60981 -2.22230
C -2.54283 -0.56085 -1.13231
C -0.76306 2.09569 2.77226
C -0.09234 2.85054 3.74725
C -0.80307 3.69667 4.60288
C -2.17107 3.87599 4.44399
C -2.82752 3.18738 3.41689
N -4.19885 3.46028 3.14128
O -4.81632 4.23284 3.91205
O -4.73354 2.93536 2.13525
C -2.12915 2.25515 2.61542
H 0.42054 -4.50085 -1.06544
H -0.29345 -4.97102 0.47371
H -1.03071 -3.65629 -0.46713
H 1.50661 -3.68141 1.24016
H 1.44073 -2.56541 -0.15807
H -1.15474 -0.67520 2.75055
H 2.49396 -0.29903 3.65100
H 3.26930 0.46705 5.88375
H -0.63325 0.69310 7.30365
H -1.56518 -0.12780 5.14397
H 1.07022 1.23916 2.00201
H -1.35734 1.40598 0.31157
H 1.36471 0.00702 -0.17526
H 1.13168 -1.63640 -2.19443
H 1.47001 1.13754 -3.47981
H 2.49403 0.46404 -2.18244
H 2.39425 1.01097 -5.61120
H 3.59000 -0.25976 -7.40140
H 4.64315 -2.46412 -6.86404
H 4.52776 -3.36134 -4.53158
H 3.32124 -2.07314 -2.76405
H -2.36535 -1.20655 -5.10337
H -3.44669 -1.15841 -3.67882
H -2.99916 0.35388 -4.49522
H -1.26227 2.05711 -3.00319
H -2.94992 1.69198 -2.50075
H -1.73233 2.16871 -1.29933
H -2.30213 -1.62675 -1.01751
H -2.55065 -0.10235 -0.14038
H -3.54776 -0.45618 -1.56379
H 0.98538 2.71352 3.87461
H -0.27836 4.20782 5.40864
H -2.75413 4.53859 5.08131
H -2.70154 1.67589 1.88920
*
```

Properties
- M: 542.6 u
- Energy relative to the best compared isomer or geometry (same formula, charge and spin): 3.775 eV
- Structure (SMILES): CCOC(=O)[C@@H](c1ccncc1)[C@@H](/C=C/N1[C@H](Cc2ccccc2)C(=O)N(C)C1(C)C)c1cccc([N+](=O)[O-])c1
- LUMO energy: -0.99 eV
- HOMO-LUMO gap: 7.08 eV

# C31H34N6O2S2Zr

A structure of composition C31H34N6O2S2Zr (ωB97M-V/def2-TZVPD, the Open Molecules 2025 dataset).

```
! RIJCOSX wB97M-V def2-TZVPD def2/J DEFGRID3
* xyz 4 1
Zr 1.34067 -0.10574 0.05861
C 2.70063 -0.35562 -3.59258
C 3.05984 -0.45212 -2.14521
C 3.48149 0.67346 -1.41779
C 3.92577 0.55641 -0.09268
C 3.90924 -0.68594 0.54613
C 3.45258 -1.81302 -0.15111
C 3.03216 -1.69269 -1.47506
H 3.55153 -0.71054 -4.18291
H 2.49939 0.66875 -3.90005
H 1.85439 -0.99522 -3.84674
H 3.50876 1.64148 -1.90492
H 4.29272 1.43081 0.43041
H 4.29381 -0.78501 1.55357
H 3.44920 -2.78267 0.33245
H 2.71924 -2.57649 -2.01873
N 2.36411 0.52168 3.39079
C 1.91844 1.64798 2.81703
N 1.92675 2.72261 3.56515
C 1.50456 3.86566 3.01254
N 1.51161 4.96489 3.72187
N 1.04839 3.94764 1.71873
C 1.06480 2.85011 1.05152
N 1.48403 1.61719 1.49756
C 0.58083 2.89456 -0.35078
C 0.20616 4.07741 -0.95081
C -0.26087 4.04598 -2.26039
C -0.35116 2.82410 -2.91386
C 0.04144 1.67912 -2.25124
N 0.51563 1.70290 -0.98757
H 2.74042 0.60856 4.32526
H 2.48285 -0.34549 2.90399
H 1.85228 4.95466 4.67348
H 1.21044 5.83931 3.31646
H 0.28202 4.99868 -0.39096
H -0.55594 4.96157 -2.75740
H -0.72306 2.75660 -3.92707
H -0.02680 0.71014 -2.72544
O 0.05498 -1.13376 -1.12151
S -0.22658 -2.47021 -1.95464
C -0.62035 -3.72439 -0.70633
C -1.94683 -3.67903 0.03387
C -2.07379 -2.59055 1.09969
C -1.20827 -2.84989 2.34128
S -0.09001 -1.55289 2.88807
O 0.81390 -1.29060 1.59760
C -1.06775 -0.10368 3.07301
C -1.33911 0.24203 4.39287
C -2.14314 1.34850 4.64457
C -2.62790 2.10545 3.58947
C -2.32109 1.76772 2.27036
C -1.54788 0.65358 2.00298
C -1.66580 -2.16553 -2.88350
C -2.77134 -1.46370 -2.39115
C -3.87620 -1.33067 -3.20801
C -3.88224 -1.90566 -4.48102
C -2.77729 -2.59384 -4.95902
C -1.64510 -2.71684 -4.16544
H 0.25442 -3.71638 -0.04789
H -0.54993 -4.63549 -1.31070
H -2.07905 -4.66371 0.49022
H -2.76271 -3.58256 -0.68263
H -3.11466 -2.53444 1.41637
H -1.84017 -1.62428 0.65753
H -0.56126 -3.72697 2.24875
H -1.80656 -3.01167 3.24435
H -0.94105 -0.34242 5.21459
H -2.38217 1.61679 5.66483
H -3.25292 2.96603 3.78944
H -2.71165 2.36487 1.45646
H -1.34890 0.37599 0.97117
H -2.76094 -1.02199 -1.40356
H -4.74539 -0.79058 -2.85757
H -4.76114 -1.80711 -5.10471
H -2.78961 -3.02943 -5.94877
H -0.77287 -3.24436 -4.53330
*
```

Properties
- M: 678.0 u
- Energy relative to the best compared isomer or geometry (same formula, charge and spin): 0.000 eV
- LUMO energy: -12.37 eV
- HOMO-LUMO gap: 7.23 eV